This record from the Open Molecules 2025 dataset describes a molecular structure, C64H64AsCsN2O6S. The level of theory is wB97M-V/def2-TZVPD.

Summary:
- E_tot (hartree) = -5692.36944
- charge = -2
- LUMO level (eV) = 3.6
- frontier orbital gap (eV) = 6.005

XYZ file:
```
139
Properties=species:S:1:pos:R:3:forces:R:3
Cs 0.037417 0.202281 0.160181 -0.695 0.469 -0.363
C -0.182374 2.967344 -2.956447 0.002 -0.062 0.086
C -0.679002 1.558138 -3.138049 -0.045 -0.033 -0.072
C -2.026751 1.249026 -2.951341 -0.107 -0.060 -0.049
C -2.495192 -0.053695 -3.058042 -0.071 -0.011 0.070
C -3.950035 -0.383095 -2.848116 -0.010 0.016 -0.008
C -1.583888 -1.074512 -3.330619 0.062 -0.023 -0.016
C -0.238094 -0.800671 -3.522324 0.061 0.073 -0.022
C 0.770189 -1.900055 -3.739739 0.022 0.036 0.009
C 0.192745 0.524945 -3.453494 0.045 0.014 0.051
H -0.222513 3.235219 -1.896004 0.003 0.005 -0.064
H -0.783047 3.677813 -3.530655 -0.009 -0.007 0.030
H 0.862210 3.056377 -3.251978 0.016 0.005 -0.036
H -2.729987 2.044616 -2.717900 0.035 -0.018 0.026
H -4.559643 0.522126 -2.810459 0.025 -0.027 0.002
H -4.083329 -0.919235 -1.904990 0.035 0.036 -0.064
H -4.325863 -1.013691 -3.658471 0.007 0.007 0.014
H -1.931653 -2.102771 -3.373200 -0.012 0.043 -0.008
H 1.329384 -2.091366 -2.817661 -0.031 0.008 -0.017
H 1.498689 -1.621292 -4.505599 -0.029 -0.003 0.026
H 0.292795 -2.832512 -4.043485 -0.024 0.005 0.005
H 1.239446 0.752950 -3.617309 -0.041 -0.007 0.019
O -3.135542 -1.313951 0.136232 0.031 0.059 0.301
S -3.690366 -0.686471 1.329975 -0.046 0.107 -0.227
O -4.047238 -1.608609 2.396317 -0.050 -0.010 0.047
N -2.793835 0.520271 1.720038 -0.022 -0.240 0.093
C -3.000475 1.292460 2.837560 -0.157 0.026 0.081
C -4.071664 1.237946 3.724263 0.177 0.066 -0.080
C -4.167871 2.129195 4.813549 0.002 -0.065 -0.064
C -3.219770 3.081059 5.057663 0.037 0.036 0.006
C -2.101577 3.175980 4.190113 -0.024 -0.070 -0.066
C -1.064053 4.121870 4.371174 0.051 -0.015 -0.026
C -0.012881 4.158673 3.500842 -0.036 -0.024 -0.010
C 0.008376 3.238356 2.427948 -0.047 -0.045 -0.080
N -0.935813 2.350546 2.234590 0.082 0.119 0.037
C -1.987303 2.297760 3.087968 -0.030 -0.004 0.059
C -5.250155 0.008294 0.762587 0.036 0.043 0.015
C -6.430415 -0.701193 0.917074 -0.056 -0.117 0.014
C -7.619701 -0.182205 0.420136 0.035 0.038 0.003
C -7.627531 1.050577 -0.220385 0.029 -0.005 0.012
C -6.442541 1.764822 -0.359874 -0.025 0.003 0.001
C -5.253889 1.245895 0.130840 0.076 -0.006 0.022
H -4.839492 0.487098 3.601424 0.026 -0.037 -0.058
H -5.026277 2.037811 5.470635 0.013 0.022 0.018
H -3.297071 3.759278 5.900918 -0.013 -0.021 -0.015
H -1.122847 4.808323 5.210558 0.005 -0.005 -0.012
H 0.797881 4.868508 3.600550 -0.009 0.012 0.021
H 0.818320 3.232716 1.698369 -0.019 -0.017 0.064
H -6.407925 -1.656237 1.431025 0.024 0.073 -0.028
H -8.541740 -0.739469 0.539253 0.007 0.011 -0.006
H -8.556833 1.456273 -0.604270 0.027 -0.001 0.005
H -6.439808 2.730677 -0.852011 -0.030 -0.022 0.013
H -4.318655 1.789590 0.036986 -0.061 -0.051 0.002
C 6.910730 1.878359 -0.969788 -0.040 -0.059 -0.116
C 6.348985 1.730404 0.440044 0.165 0.066 -0.013
C 7.422812 1.917051 1.497891 -0.025 0.034 0.123
O 5.315524 2.664916 0.666060 -0.071 -0.088 -0.009
C 4.026078 1.997952 0.654253 0.121 0.040 -0.057
C 4.374305 0.530042 0.341744 -0.045 -0.114 0.139
O 5.788286 0.459678 0.611490 -0.121 -0.044 -0.042
C 3.655784 -0.586833 1.184676 -0.007 0.145 -0.009
O 2.381395 -0.748149 0.780150 0.609 -0.243 0.068
C 4.383142 -1.936129 0.975241 0.001 -0.073 -0.014
C 4.969041 -2.277086 -0.244350 0.027 0.026 -0.022
C 5.463631 -3.553944 -0.476495 -0.016 0.004 0.011
C 5.387860 -4.530949 0.508693 -0.004 0.035 0.001
C 4.804338 -4.209272 1.726881 -0.018 0.038 0.007
C 4.307030 -2.931548 1.950424 0.007 0.007 -0.036
C 3.743910 -0.165474 2.670383 0.088 -0.015 -0.007
C 4.929829 -0.151418 3.406084 -0.056 -0.021 0.018
C 4.946640 0.284601 4.725668 0.012 -0.023 -0.068
C 3.774578 0.716038 5.335997 -0.005 0.012 0.011
C 2.590015 0.703641 4.612319 -0.011 0.005 -0.087
C 2.579969 0.263300 3.291908 -0.156 0.158 0.194
C 3.040392 2.784262 -0.271775 -0.203 0.041 0.286
O 1.807972 2.212178 -0.291153 0.573 0.234 -0.115
C 2.870384 4.215288 0.314658 0.008 0.114 -0.138
C 3.421907 4.683817 1.503907 -0.012 -0.021 0.025
C 3.075075 5.936864 2.012430 0.022 -0.023 0.001
C 2.183490 6.753160 1.337094 0.013 -0.051 -0.013
C 1.635401 6.303156 0.137214 0.002 -0.024 -0.019
C 1.974229 5.055893 -0.356970 0.062 -0.056 0.036
C 3.672036 2.877947 -1.674992 -0.048 0.018 -0.093
C 3.399502 1.841918 -2.564215 -0.042 -0.019 0.019
C 3.944356 1.822498 -3.840984 -0.013 0.037 0.058
C 4.759685 2.867685 -4.263945 -0.010 -0.026 0.000
C 5.022843 3.917609 -3.395064 -0.003 0.011 0.040
C 4.489290 3.918486 -2.110048 -0.001 -0.046 0.036
H 7.235549 2.904065 -1.151170 -0.005 0.003 0.029
H 6.138549 1.631549 -1.700391 0.037 0.018 -0.007
H 7.758611 1.200717 -1.107236 -0.053 0.023 0.034
H 7.894423 2.897622 1.400403 -0.044 -0.027 -0.017
H 8.186380 1.142747 1.401685 -0.018 0.002 -0.016
H 6.949308 1.837779 2.477717 0.067 0.015 -0.009
H 3.610728 2.055967 1.659540 -0.077 0.027 0.074
H 4.185200 0.300221 -0.706687 -0.057 0.011 -0.086
H 5.045002 -1.534947 -1.031835 -0.011 -0.057 0.073
H 5.913421 -3.788799 -1.435919 -0.008 0.014 0.015
H 5.773717 -5.527213 0.326190 -0.001 -0.007 0.006
H 4.725058 -4.957206 2.509151 0.008 -0.005 -0.020
H 3.836195 -2.700232 2.899306 0.009 0.002 -0.014
H 5.844106 -0.493080 2.937057 -0.006 0.006 0.008
H 5.881442 0.285537 5.276382 -0.008 0.004 0.020
H 3.785853 1.061276 6.364640 0.004 -0.014 -0.025
H 1.666889 1.049059 5.066031 0.024 -0.009 0.002
H 1.661738 0.275013 2.713865 0.159 -0.105 0.047
H 4.135537 4.076885 2.048498 -0.057 0.061 -0.036
H 3.513179 6.269810 2.948714 -0.019 -0.015 -0.029
H 1.909978 7.722324 1.737897 0.003 0.007 0.001
H 0.929896 6.924419 -0.405150 0.020 -0.012 0.015
H 1.524457 4.688047 -1.271903 -0.001 0.009 0.022
H 2.727510 1.065828 -2.212693 0.061 0.036 -0.007
H 3.723516 0.998639 -4.512046 0.008 0.009 0.002
H 5.180157 2.863991 -5.263593 -0.003 0.007 0.012
H 5.653331 4.740302 -3.716171 -0.009 -0.010 0.004
H 4.715019 4.733745 -1.431170 -0.009 -0.023 -0.030
C 1.328493 -4.671898 0.234516 -0.029 -0.007 0.005
As 0.002168 -3.229659 0.316830 -0.108 -0.243 -0.074
C -1.239800 -3.956497 -1.023766 0.027 -0.062 -0.028
C -0.964057 -3.775556 1.978447 0.005 -0.071 -0.074
C -1.770345 -5.022520 1.853630 -0.083 0.035 0.051
C -1.210801 -6.288485 2.030813 0.008 0.020 -0.009
C -1.971608 -7.437873 1.855853 0.029 0.009 0.007
C -3.311231 -7.344207 1.506160 -0.017 0.005 -0.007
C -3.884121 -6.087809 1.340879 0.057 0.031 0.015
C -3.125795 -4.939625 1.513446 0.056 -0.018 -0.003
H 0.872923 -5.663523 0.205258 -0.006 0.007 0.004
H 2.000424 -4.585059 1.087875 0.008 -0.008 0.002
H 1.928587 -4.517629 -0.663461 0.002 -0.019 -0.004
H -1.467404 -5.012065 -0.865749 0.000 -0.003 0.020
H -0.750652 -3.833483 -1.992608 -0.058 -0.017 -0.007
H -2.158204 -3.366959 -1.008946 0.055 -0.011 0.006
H -1.604081 -2.933122 2.236628 -0.030 0.041 0.008
H -0.187585 -3.859464 2.739007 0.036 -0.031 0.044
H -0.165072 -6.368373 2.309813 -0.038 -0.006 -0.009
H -1.513563 -8.410876 1.995931 -0.008 0.013 0.000
H -3.905672 -8.240228 1.367957 0.014 0.013 0.006
H -4.931048 -5.999314 1.076511 -0.014 -0.007 -0.004
H -3.570574 -3.956143 1.394652 0.006 -0.048 0.003
```
Positions in Å, forces in eV/Å.